{"formula": "C4H10N2", "method": "ωB97M-V/def2-TZVPD", "elements": ["C", "C", "C", "C", "N", "N", "H", "H", "H", "H", "H", "H", "H", "H", "H", "H"], "positions_angstrom": [[-1.154, 1.132, -0.474], [-1.380, 0.129, 0.250], [-2.013, -1.043, 0.812], [1.598, -0.780, -0.691], [1.454, 1.185, 0.372], [1.279, -0.128, 0.483], [-0.049, 1.478, -0.308], [-1.928, 1.572, -1.161], [-2.976, -0.875, 1.196], [-1.572, -1.393, 1.753], [-1.875, -1.725, 0.010], [2.305, -0.171, -1.375], [2.024, -1.746, -0.466], [0.713, -0.976, -1.244], [2.161, 1.475, -0.342], [1.413, 1.865, 1.186]], "mulliken_charge": [-0.4737, 0.1266, -0.9883, -0.7158, -0.4058, -0.3218, 0.3412, 0.2550, 0.3754, 0.2515, 0.2208, 0.2711, 0.2723, 0.2613, 0.2504, 0.2799], "lumo_ev": [1.03, 1.09], "e_above_lowest_kj_mol": 618.00, "orbital_gap_ev": [7.52, 8.28]}